#1
Here is a cluster of 2 separate species, C4H14N3 in total from OMol25. Energies are from ωB97M-V with the def2-TZVPD basis set.

```
! wB97M-V def2-TZVPD RIJCOSX def2/J DEFGRID3
* xyz 1 1
C 2.01 -2.34 1.85
C 1.44 -1.36 2.81
H 2.08 -3.40 2.18
H 1.62 -2.51 0.80
H 3.06 -2.22 1.66
H 0.37 -1.34 2.95
H 1.55 -0.27 2.44
H 1.60 -1.41 3.90
C -2.61 2.06 -1.15
C -0.46 0.76 -1.37
N -1.10 1.93 -1.05
N 0.92 0.93 -1.37
N -1.09 -0.38 -1.96
H -0.56 2.82 -0.94
H 1.40 1.50 -0.73
H 1.40 0.58 -2.17
H -2.10 -0.41 -2.04
H -0.68 -1.15 -2.31
H -3.10 1.61 -0.16
H -2.91 1.45 -1.90
H -2.83 3.14 -1.42
*
```

***

#2
Here is a cluster of 2 separate species, C4H14N3 in total from OMol25. Energies are from ωB97M-V with the def2-TZVPD basis set.

```
! wB97M-V def2-TZVPD RIJCOSX def2/J DEFGRID3
* xyz 1 1
C -1.45 0.37 -2.26
N -0.99 1.04 -1.05
C -1.83 1.32 -0.06
N -1.48 1.62 1.19
H -0.94 -0.62 -2.33
H -1.09 1.01 -3.06
H -2.55 0.29 -2.23
H 0.00 1.02 -0.81
H -2.91 1.22 -0.26
H -0.59 1.33 1.44
H -2.22 1.87 1.90
C 0.88 -0.63 1.48
C 1.44 -1.46 0.38
N 2.73 -0.92 -0.14
H 0.86 0.39 1.07
H -0.17 -0.81 1.82
H 1.44 -0.53 2.42
H 1.61 -2.48 0.79
H 0.69 -1.61 -0.43
H 3.26 -0.71 0.68
H 3.32 -1.70 -0.52
*
```

***

#3
Here is a cluster of 2 separate species, C4H14N3 in total from OMol25. Energies are from ωB97M-V with the def2-TZVPD basis set.

```
! wB97M-V def2-TZVPD RIJCOSX def2/J DEFGRID3
* xyz 1 1
C -1.49 1.06 -1.58
N -0.09 0.55 -1.59
C 0.93 1.62 -1.70
H -2.17 0.23 -1.70
H -1.67 1.54 -0.63
H -1.62 1.78 -2.39
H 0.01 -0.14 -2.34
H 0.06 0.05 -0.66
H 0.77 2.19 -2.61
H 1.91 1.17 -1.72
H 0.83 2.26 -0.83
C 1.36 -1.53 0.86
N -0.45 -1.48 2.93
C -0.49 -0.51 1.89
N 0.31 -0.49 0.91
H 1.75 -1.74 1.85
H 2.16 -1.19 0.20
H 0.96 -2.45 0.46
H -0.63 -1.02 3.82
H -1.19 -2.17 2.84
H -1.25 0.27 1.98
*
```

***

It is #1 that is the least stable of them.

***

#1
Here is a cluster of 2 separate species, C4H14N3 in total from OMol25. Energies are from ωB97M-V with the def2-TZVPD basis set.

```
! wB97M-V def2-TZVPD RIJCOSX def2/J DEFGRID3
* xyz 1 1
C -1.27 1.13 -0.77
C -1.15 -0.10 1.29
N -1.32 -0.18 -0.11
N -0.05 0.60 1.73
N -1.81 -1.02 2.03
H -2.15 -0.84 -0.40
H 0.77 0.32 1.22
H 0.05 1.04 2.68
H -1.31 -1.40 2.82
H -2.76 -1.44 1.80
H -1.81 1.08 -1.74
H -0.15 1.39 -0.83
H -1.91 1.89 -0.28
C 1.78 0.36 -1.58
C 2.00 -0.88 -0.72
H 2.64 0.36 -2.32
H 0.73 0.14 -2.15
H 1.81 1.32 -1.13
H 3.00 -1.23 -0.93
H 1.23 -1.67 -0.95
H 1.67 -0.87 0.35
*
```

***

#2
Here is a cluster of 2 separate species, C4H14N3 in total from OMol25. Energies are from ωB97M-V with the def2-TZVPD basis set.

```
! wB97M-V def2-TZVPD RIJCOSX def2/J DEFGRID3
* xyz 1 1
N -2.11 -0.01 1.56
C -1.92 -1.24 1.07
N -0.96 -1.57 0.28
H -2.89 0.19 2.16
H -1.61 0.77 1.17
H -2.64 -1.97 1.42
H -1.07 -2.55 0.06
C 1.22 1.95 0.69
C 0.91 1.39 -0.68
N 1.11 -0.10 -0.72
C 1.39 -0.63 -2.08
H 2.28 1.94 0.92
H 0.85 2.97 0.75
H 0.71 1.37 1.46
H -0.13 1.56 -0.95
H 1.53 1.82 -1.47
H 0.26 -0.61 -0.31
H 1.90 -0.33 -0.11
H 0.70 -0.16 -2.78
H 1.24 -1.70 -2.08
H 2.41 -0.38 -2.35
*
```

***

It is #1 that is the least stable of them.

***

#1
Here is the molecule C2H3BrClP from OMol25. Energies are from ωB97M-V with the def2-TZVPD basis set.

SMILES: [H]/P=C(\Br)CCl

```
! wB97M-V def2-TZVPD RIJCOSX def2/J DEFGRID3
* xyz 0 1
C -0.26 -0.14 0.39
C 0.26 0.73 -0.66
P -0.45 -1.73 -0.08
Cl 2.08 0.91 -0.55
Br -0.53 0.47 2.15
H -0.25 1.79 -0.59
H 0.16 0.17 -1.68
H -1.01 -2.19 1.01
*
```

***

#2
Here is the molecule C2H3BrClP from OMol25. Energies are from ωB97M-V with the def2-TZVPD basis set.

```
! wB97M-V def2-TZVPD RIJCOSX def2/J DEFGRID3
* xyz 0 1
C -0.08 0.15 1.94
C 0.27 0.55 -1.90
P -0.60 -1.31 2.46
Cl -1.02 -0.51 -2.29
Br 0.31 0.96 0.47
H 1.14 -0.15 -2.17
H 0.32 1.56 -2.38
H -0.35 -1.25 3.87
*
```

***

It is #2 that is the least stable of them.